Entry from OMol25: C24H72AsF6O12 as an isolated structure (ωB97M-V/def2-TZVPD).

Last column: Mulliken charge in e.
CARTESIAN COORDINATES (ANGSTROEM)
As -0.129 0.119 -0.950  2.218
F 0.903 -1.074 -0.184  -0.397
F -0.890 -1.224 -1.769  -0.288
F -1.277 -0.066 0.375  -0.405
F -1.199 1.280 -1.682  -0.379
F 1.079 0.257 -2.197  -0.585
F 0.678 1.440 -0.118  -0.967
O 0.321 2.628 -5.876  -0.576
O 3.445 -0.422 1.322  -0.566
O -5.968 -1.241 -0.312  -0.596
O 3.342 -4.181 3.600  -0.580
O -3.406 1.685 -3.197  -0.611
O -2.855 4.361 1.213  -0.586
O -0.335 3.147 1.658  0.235
O -0.440 -3.918 -2.149  -0.570
O -2.258 -1.497 2.508  -0.510
O 5.730 2.619 -4.531  -0.616
O 4.432 -2.335 -3.458  -0.558
O -1.063 -3.466 -5.437  -0.614
C -2.171 -0.624 3.628  1.305
C 1.890 -4.175 3.655  0.043
C 1.497 -3.926 5.111  -1.202
C -0.184 2.268 -4.590  -0.271
C 5.791 2.434 -2.148  -1.092
C -1.211 -2.331 -4.606  -0.157
C -4.791 -1.248 0.501  -0.059
C 3.499 1.000 1.272  0.137
C 5.032 2.056 -3.402  0.700
C 3.789 -1.624 -2.418  0.532
C -3.389 0.424 -3.840  -0.291
C -2.420 -1.400 4.901  -1.500
C -1.726 -4.676 -0.249  -1.429
C 3.575 2.469 -3.470  -0.712
C 1.163 4.835 0.838  -1.205
C -4.076 2.342 0.918  -0.441
C 0.518 -5.664 -0.818  -1.633
C 0.094 4.947 3.129  -1.604
C -0.346 -4.408 -0.826  1.694
C -3.546 3.275 3.261  -1.068
C -0.793 0.018 3.609  -1.089
C 1.462 -3.063 2.719  -0.674
C -3.894 3.584 1.799  0.308
C 0.721 4.045 2.062  0.652
H 0.424 -3.761 5.227  0.217
H -0.511 0.468 2.658  0.083
H -2.283 -5.356 -0.899  0.329
H -0.229 1.174 -4.558  0.082
H -0.257 -2.045 -4.151  0.104
H -2.750 1.636 -2.488  0.377
H -4.403 0.091 -4.069  0.379
H -2.295 -3.769 -0.047  0.219
H 1.761 -4.830 5.664  0.357
H -1.502 -1.473 -5.212  0.173
H -4.728 1.603 1.401  0.330
H 4.073 -1.949 -1.412  0.227
H 4.053 1.393 2.122  0.461
H -1.158 2.635 -4.249  0.347
H 0.289 5.267 0.349  0.235
H -2.873 0.218 3.549  -0.263
H 0.124 -3.658 -0.179  -0.484
H 2.040 -3.085 5.544  0.307
H 2.660 -0.641 0.800  0.168
H 5.300 -1.971 -3.634  0.312
H 4.045 -0.561 -2.484  -0.375
H -2.883 -0.293 -3.189  -0.110
H -0.887 -4.229 -4.878  0.325
H 1.845 -2.057 2.890  0.439
H 0.544 2.641 -3.871  0.108
H -2.846 0.475 -4.792  0.187
H 3.070 2.201 -4.397  0.321
H -4.404 -2.262 0.566  0.194
H 1.696 4.198 0.132  0.290
H -1.698 -2.205 5.038  0.116
H -3.133 1.806 0.774  -0.371
H 1.556 -5.500 -1.108  0.364
H 0.088 2.599 0.962  0.048
H 0.084 -6.391 -1.509  0.420
H -0.833 -3.035 -2.132  0.098
H -4.048 -0.598 0.034  -0.086
H 0.368 -2.985 2.648  0.187
H 5.772 3.574 -4.417  0.361
H 1.546 -5.160 3.346  0.330
H 2.974 2.015 -2.676  -0.111
H 2.449 1.288 1.384  -0.246
H 1.718 -3.333 1.690  0.236
H 1.495 3.459 2.568  0.242
H -1.960 -2.492 -3.828  0.181
H -0.040 -0.749 3.825  0.130
H 5.071 0.978 -3.570  -0.096
H -4.347 2.621 3.618  0.439
H -2.574 2.799 3.385  0.003
H -4.824 4.153 1.715  0.380
H 0.786 5.681 3.545  0.457
H -5.031 -0.926 1.516  0.236
H 2.708 -1.684 -2.516  -0.191
H 6.855 2.245 -2.273  0.363
H -2.344 -0.747 5.773  0.417
H -3.439 -1.791 4.897  0.412
H -1.622 -5.191 0.712  0.417
H 3.801 1.446 0.319  -0.168
H -4.419 2.623 -0.075  0.355
H -0.633 0.770 4.388  0.466
H -3.538 4.201 3.836  0.322
H 3.496 3.554 -3.342  0.433
H -1.999 3.970 1.457  0.292
H 3.608 -3.278 3.800  0.355
H -1.883 -1.023 1.747  0.395
H -0.298 2.283 -6.526  0.302
H -0.316 4.394 3.977  0.314
H 0.564 -6.105 0.179  0.349
H -0.774 5.454 2.700  0.359
H 5.428 1.885 -1.276  0.111
H 5.636 3.498 -1.940  0.347
H -6.531 -0.514 -0.047  0.299
H 1.771 5.685 1.159  0.399

- Net charge: -1
- DFT total energy: -4695.59717 a.u.